Record 1
{
  "formula": "C16H50LiN20O18",
  "method": "ωB97M-V/def2-TZVPD",
  "lumo_ev": 0.0,
  "charge": -1,
  "homo_lumo_gap_ev": 3.46,
  "elements": ["Li", "C", "C", "C", "O", "C", "C", "C", "O", "O", "O", "H", "H", "C", "O", "N", "N", "H", "H", "H", "H", "C", "O", "N", "N", "H", "H", "H", "H", "C", "O", "N", "N", "H", "H", "H", "H", "C", "O", "N", "N", "H", "H", "H", "H", "C", "O", "N", "N", "H", "H", "H", "H", "C", "O", "N", "N", "H", "H", "H", "H", "C", "O", "N", "N", "H", "H", "H", "H", "C", "O", "N", "N", "H", "H", "H", "H", "C", "O", "N", "N", "H", "H", "H", "H", "C", "O", "N", "N", "H", "H", "H", "H", "O", "H", "H", "O", "H", "H", "O", "H", "H", "O", "H", "H"],
  "positions_angstrom": [[-3.524, 4.471, 0.919], [0.092, 0.330, -0.819], [-0.597, 1.364, -0.192], [-0.176, 1.795, 1.292], [-0.747, 2.661, 1.937], [1.088, 1.211, 1.811], [1.731, 0.246, 1.052], [1.269, -0.227, -0.326], [1.752, -1.177, -1.076], [2.844, -0.147, 1.687], [-1.599, 1.875, -0.695], [-0.308, 0.024, -1.775], [1.465, 1.249, 2.822], [-3.419, 7.372, -2.743], [-2.774, 6.937, -1.769], [-3.635, 8.614, -3.015], [-4.185, 6.623, -3.493], [-4.299, 8.920, -3.711], [-3.145, 9.351, -2.527], [-4.510, 6.990, -4.376], [-3.819, 5.682, -3.521], [0.472, -3.370, 6.461], [0.216, -3.623, 7.575], [0.984, -2.263, 5.998], [0.236, -4.205, 5.550], [1.076, -1.495, 6.648], [1.188, -2.185, 5.012], [-0.339, -4.975, 5.860], [0.118, -3.819, 4.624], [6.086, 2.508, 6.194], [6.325, 3.441, 6.942], [5.897, 2.521, 4.865], [6.072, 1.225, 6.521], [5.300, 1.760, 4.575], [5.798, 3.440, 4.459], [5.821, 0.530, 5.833], [5.978, 0.883, 7.467], [2.841, -8.456, -4.986], [3.323, -9.169, -4.165], [2.636, -7.178, -4.817], [2.614, -8.819, -6.252], [2.962, -6.832, -3.926], [2.380, -6.696, -5.667], [2.570, -9.801, -6.484], [2.195, -8.149, -6.881], [-2.878, -3.877, -0.628], [-3.916, -4.500, -0.493], [-2.090, -4.081, -1.588], [-2.324, -3.166, 0.331], [-1.404, -3.362, -1.768], [-2.530, -4.679, -2.273], [-1.474, -2.633, 0.219], [-2.907, -3.097, 1.153], [7.996, 0.188, -0.912], [9.027, 0.390, -1.541], [7.974, -0.035, 0.343], [6.806, 0.253, -1.385], [7.098, -0.252, 0.796], [8.845, -0.090, 0.851], [6.031, 0.330, -0.742], [6.449, 0.311, -2.328], [-7.814, 2.723, -0.089], [-6.839, 2.956, 0.645], [-8.422, 3.603, -0.881], [-8.277, 1.468, -0.246], [-8.237, 4.596, -0.869], [-8.961, 3.258, -1.663], [-7.879, 0.732, 0.319], [-9.158, 1.329, -0.719], [-3.321, -5.055, -6.994], [-3.244, -5.886, -6.141], [-3.138, -3.727, -6.856], [-3.599, -5.282, -8.163], [-3.431, -3.409, -5.944], [-2.929, -3.134, -7.647], [-4.019, -4.492, -8.632], [-3.556, -6.245, -8.464], [3.797, 4.037, -3.106], [3.073, 3.471, -3.903], [4.996, 4.500, -3.338], [3.716, 3.944, -1.777], [5.485, 4.837, -2.522], [5.477, 4.415, -4.223], [2.833, 3.656, -1.380], [4.320, 4.365, -1.085], [-5.842, -1.692, 4.196], [-6.770, -1.857, 3.392], [-4.775, -0.873, 4.048], [-5.593, -2.438, 5.224], [-4.217, -0.615, 4.850], [-4.770, -0.238, 3.263], [-4.683, -2.440, 5.662], [-6.364, -3.044, 5.470], [0.618, 6.349, 4.441], [0.090, 5.683, 4.002], [0.323, 7.177, 4.062], [-2.330, 2.654, -4.972], [-2.407, 2.424, -4.046], [-1.397, 2.825, -5.101], [6.119, -3.702, 0.530], [6.391, -3.377, -0.328], [5.900, -2.914, 1.027], [1.015, 2.797, 8.325], [0.456, 2.913, 9.093], [0.410, 2.571, 7.619]],
  "atomic_forces_ev_per_a": [[0.671, -0.814, -0.359], [-0.265, 1.124, 0.642], [0.111, -0.463, 1.311], [3.686, -1.220, 0.219], [-2.098, 1.371, 0.267], [-3.589, 0.107, -2.304], [4.772, -0.684, 3.108], [0.138, -3.041, -2.721], [0.295, 2.027, 2.842], [-2.263, -0.423, -2.943], [-1.459, 1.415, -0.169], [0.216, -0.150, -0.135], [-0.301, 0.697, 0.064], [0.968, -1.442, 3.706], [-0.166, 0.484, -1.120], [0.376, 5.503, -0.336], [-1.185, -3.596, -2.091], [0.312, -0.200, 0.189], [-0.085, -0.329, 0.032], [0.161, -0.295, 0.083], [-0.461, -0.294, -0.275], [0.685, 2.069, 0.557], [-0.864, -0.374, 6.052], [1.523, 3.635, -0.406], [-1.683, -4.969, -5.564], [0.230, -0.051, -0.514], [0.168, 0.558, 0.412], [0.129, -0.007, -0.524], [-0.165, -0.799, -0.108], [0.575, 0.881, 0.623], [-0.118, -0.025, -0.283], [-0.319, 1.572, -1.866], [-0.191, -3.627, 2.329], [-0.050, 0.733, -0.806], [-0.295, -0.326, -0.217], [0.192, 0.210, 0.226], [0.146, 0.566, -0.062], [0.879, -0.540, -0.775], [0.654, -2.089, 2.098], [-0.714, 2.437, 0.585], [-0.701, -1.258, -2.516], [-0.265, 0.732, -0.503], [0.164, 0.963, 1.080], [0.014, 0.348, 0.073], [-0.036, -0.593, -0.015], [-2.176, -1.190, 3.634], [-1.659, -0.167, 0.212], [3.007, -0.772, -5.590], [-0.137, 1.983, 2.884], [0.170, -0.545, -0.699], [0.709, 0.360, -0.617], [-0.244, -0.001, 0.214], [0.446, 0.470, -0.062], [3.305, 1.190, -3.069], [0.789, -0.208, -0.657], [0.561, -1.200, 6.048], [-6.144, 0.342, -2.338], [0.512, -0.026, 0.237], [-0.362, 0.018, -0.110], [0.040, -0.181, -0.054], [1.107, 0.077, -0.027], [2.489, -0.898, 1.179], [-0.941, 0.528, -0.400], [-1.191, 1.674, -1.280], [-0.587, -0.784, -0.055], [0.270, -0.462, 0.197], [0.087, 0.218, 0.249], [-0.123, 0.155, -0.132], [0.270, -0.291, 0.314], [1.603, 1.976, 5.590], [0.451, -1.518, 2.496], [0.162, 1.960, 2.331], [-2.080, -2.545, -9.437], [0.572, 0.771, -0.288], [-0.205, 0.031, 0.653], [0.054, -1.017, -0.871], [-0.539, 0.351, -0.457], [-0.205, -2.822, 0.008], [-0.688, 0.810, -0.302], [3.713, 2.396, -1.852], [-2.926, -0.365, 3.403], [0.403, -0.044, -0.831], [-0.336, 0.089, 0.263], [0.012, -0.143, -0.131], [-0.013, 0.009, -0.576], [-0.069, 0.529, -3.342], [0.646, 0.780, 1.084], [0.684, 2.134, -1.444], [-1.132, -2.742, 3.318], [-0.203, 0.043, -0.333], [0.051, -0.083, 0.188], [-0.599, -0.346, 0.079], [0.637, -0.285, 0.400], [0.055, 0.109, 0.216], [-0.021, -0.379, -0.165], [-0.004, 0.213, -0.085], [-0.354, 0.199, -0.290], [0.095, -0.190, 0.397], [0.297, -0.011, 0.033], [0.211, -0.272, 0.129], [0.003, 0.084, -0.248], [-0.272, 0.180, 0.114], [0.197, -0.012, 0.050], [-0.095, 0.035, 0.211], [-0.095, -0.037, -0.271]],
  "lowdin_charge": [0.875, -0.066, -0.422, -0.371, -0.078, -0.046, -0.357, -0.361, -0.104, -0.185, -0.081, 0.097, 0.083, -0.764, -0.004, 0.161, 0.155, 0.115, 0.124, 0.109, 0.120, -0.895, 0.068, 0.177, 0.167, 0.118, 0.117, 0.128, 0.119, -0.734, 0.031, 0.140, 0.134, 0.102, 0.111, 0.102, 0.113, -0.801, 0.057, 0.164, 0.141, 0.131, 0.107, 0.109, 0.093, -0.833, 0.011, 0.176, 0.168, 0.125, 0.128, 0.110, 0.109, -0.828, 0.008, 0.165, 0.175, 0.114, 0.126, 0.115, 0.127, -0.705, -0.019, 0.148, 0.156, 0.111, 0.104, 0.121, 0.102, -0.858, 0.069, 0.144, 0.165, 0.112, 0.103, 0.126, 0.138, -0.751, 0.036, 0.139, 0.142, 0.101, 0.117, 0.114, 0.101, -0.736, 0.009, 0.139, 0.146, 0.099, 0.108, 0.115, 0.121, -0.050, 0.026, 0.022, -0.064, 0.026, 0.032, -0.054, 0.024, 0.022, -0.052, 0.024, 0.027]
}


Record 2
{
  "formula": "C6H7NO2",
  "method": "ωB97M-V/def2-TZVPD",
  "smiles": "C1=C[C@@H]2C[C@H](C=NO2)O1",
  "lumo_ev": 0.8,
  "homo_lumo_gap_ev": 10.27,
  "elements": ["C", "C", "C", "C", "C", "C", "H", "H", "H", "H", "H", "H", "H", "N", "O", "O"],
  "positions_angstrom": [[1.079, -0.432, 0.302], [0.108, -0.914, -0.750], [-1.446, -0.188, 1.119], [-0.692, 0.759, 1.558], [0.287, 0.863, 0.446], [0.270, 0.164, -1.728], [1.058, -1.058, 1.147], [2.051, -0.448, -0.341], [0.354, -2.046, -0.999], [-2.246, -0.757, 1.623], [-0.669, 1.002, 2.748], [-0.550, 0.989, -0.291], [-0.223, -0.107, -2.804], [0.870, 1.300, -1.602], [-1.383, -0.892, -0.083], [1.133, 1.765, -0.345]],
  "atomic_forces_ev_per_a": [[-0.641, -0.600, -2.391], [-0.773, -3.081, 2.300], [-3.829, -4.687, -0.742], [2.380, 2.815, 4.621], [1.146, 1.463, -0.427], [-1.526, -0.681, -4.898], [0.400, -0.627, 1.157], [-1.256, 0.551, 1.905], [-1.211, 2.418, -0.269], [0.432, 0.964, 0.544], [-0.055, -0.330, -3.278], [0.671, -0.749, 0.762], [1.820, 1.127, 2.339], [0.174, 0.177, -1.624], [2.784, 0.555, -0.884], [-0.516, 0.686, 0.885]],
  "nbo_charge": [-0.474, 0.052, 0.134, -0.325, 0.008, -0.078, 0.224, 0.244, 0.236, 0.210, 0.251, 0.226, 0.229, -0.082, -0.538, -0.315]
}


Record 3
{
  "formula": "C10H40O10",
  "method": "ωB97M-V/def2-TZVPD",
  "lumo_ev": 0.3,
  "homo_lumo_gap_ev": 8.09,
  "elements": ["C", "O", "H", "H", "H", "H", "C", "O", "H", "H", "H", "H", "C", "O", "H", "H", "H", "H", "C", "O", "H", "H", "H", "H", "C", "O", "H", "H", "H", "H", "C", "O", "H", "H", "H", "H", "O", "H", "H", "O", "H", "H", "C", "C", "O", "H", "H", "H", "H", "H", "H", "C", "C", "O", "H", "H", "H", "H", "H", "H"],
  "positions_angstrom": [[-1.528, 1.447, -2.993], [-1.733, 0.552, -1.910], [-2.038, 1.122, -3.899], [-1.595, 2.517, -2.792], [-0.503, 1.205, -3.274], [-1.112, 0.875, -1.253], [1.559, 2.651, 0.261], [1.653, 3.820, 1.100], [1.587, 2.809, -0.817], [2.288, 1.852, 0.395], [0.666, 2.121, 0.592], [2.590, 4.020, 1.164], [2.819, 0.184, -0.824], [1.782, 0.800, -1.578], [2.569, 0.202, 0.237], [2.757, -0.871, -1.090], [3.862, 0.486, -0.921], [0.931, 0.544, -1.215], [-2.632, -1.013, 0.711], [-1.379, -0.447, 0.213], [-2.335, -1.904, 1.265], [-3.072, -0.250, 1.354], [-3.279, -1.186, -0.149], [-1.225, -0.990, -0.564], [2.004, -0.366, 2.253], [1.567, 0.745, 1.540], [1.541, -0.310, 3.239], [1.637, -1.217, 1.678], [3.069, -0.491, 2.060], [2.152, 1.485, 1.719], [-1.145, 3.220, -0.745], [-1.306, 1.890, -0.456], [-1.617, 3.840, 0.017], [-0.127, 3.606, -0.793], [-1.466, 3.319, -1.782], [-0.548, 1.431, -0.086], [0.358, 0.572, -0.210], [0.956, 0.674, 0.530], [-0.261, -0.101, 0.073], [-0.112, 1.634, 2.601], [-1.057, 1.665, 2.447], [0.183, 0.860, 2.122], [0.121, -1.184, -2.245], [-0.345, -2.199, -1.243], [-1.719, -1.931, -1.066], [1.171, -1.456, -2.350], [0.103, -0.148, -1.906], [-0.414, -1.153, -3.195], [0.231, -2.042, -0.331], [-0.050, -3.206, -1.535], [-2.243, -2.168, -1.835], [-0.029, -2.190, 1.742], [-0.987, -3.353, 1.583], [-0.797, -4.335, 2.475], [-0.121, -1.580, 0.844], [0.997, -2.530, 1.599], [-0.179, -1.544, 2.607], [-0.872, -3.831, 0.610], [-2.019, -3.019, 1.696], [-1.309, -5.135, 2.331]],
  "atomic_forces_ev_per_a": [[1.240, -1.960, -0.715], [-3.311, -2.213, -5.353], [-0.785, 0.209, 0.257], [-0.526, -1.017, -0.801], [0.704, 0.852, -0.498], [-1.225, 0.037, -0.979], [-0.087, 1.429, -0.252], [0.699, -0.807, -0.354], [-0.172, 0.613, 0.323], [1.067, 2.337, -0.856], [0.587, 2.680, -0.421], [0.029, 0.418, 0.002], [-1.446, -1.307, -0.661], [8.065, 1.998, -4.833], [0.991, -0.307, -1.067], [0.637, -0.577, -0.009], [-0.262, 0.642, -0.670], [1.054, 0.064, -0.218], [0.724, 2.018, 0.576], [-5.839, 1.179, 5.922], [-1.414, 1.416, -0.633], [-0.005, -0.043, 0.090], [-0.233, 0.116, 0.661], [-1.375, 2.089, -0.248], [0.437, -1.424, -0.792], [4.517, -1.490, 5.406], [0.881, -0.428, 0.280], [0.350, 0.816, 0.703], [0.371, 0.305, 1.254], [-0.484, 0.232, 0.765], [0.435, 1.572, -0.171], [-2.560, 6.022, 3.900], [-0.553, 0.285, -0.350], [0.096, -0.305, 0.158], [-0.643, 1.523, 1.257], [0.414, 1.096, 0.993], [-0.942, -2.441, 1.564], [0.765, -0.410, -0.298], [0.162, -0.219, 1.267], [-2.029, 0.600, 1.246], [-0.477, 0.310, 0.182], [-0.806, 0.389, 0.528], [1.725, -0.373, -0.802], [1.497, -0.505, -2.711], [-1.174, -7.786, -3.577], [0.212, 0.233, -0.789], [-0.628, -2.292, -1.211], [0.090, -0.593, -0.016], [-0.496, -0.310, -0.895], [-0.679, -0.242, -0.245], [0.292, 0.098, -0.512], [-0.169, -1.139, -0.567], [-0.861, 0.426, -1.325], [1.569, -2.331, 3.386], [-0.373, -0.152, 2.021], [-0.292, -0.976, 0.902], [0.014, -0.492, 0.147], [-0.103, 0.652, -0.657], [0.434, -0.820, 0.004], [-0.111, 0.299, -0.305]],
  "nbo_charge": [-0.263, -0.797, 0.176, 0.158, 0.155, 0.491, -0.297, -0.723, 0.207, 0.141, 0.189, 0.458, -0.293, -0.793, 0.146, 0.152, 0.188, 0.459, -0.230, -0.824, 0.162, 0.185, 0.195, 0.518, -0.302, -0.717, 0.217, 0.211, 0.199, 0.546, -0.238, -0.758, 0.168, 0.170, 0.151, 0.475, -0.955, 0.502, 0.492, -0.948, 0.471, 0.459, -0.627, -0.133, -0.721, 0.202, 0.234, 0.217, 0.201, 0.199, 0.515, -0.664, -0.036, -0.725, 0.234, 0.198, 0.222, 0.152, 0.152, 0.477]
}


Record 4
{
  "formula": "C6H12As2F12O6Rb",
  "method": "ωB97M-V/def2-TZVPD",
  "lumo_ev": 0.4,
  "charge": -1,
  "homo_lumo_gap_ev": 9.72,
  "elements": ["Rb", "As", "F", "F", "F", "F", "F", "F", "As", "F", "F", "F", "F", "F", "F", "C", "O", "C", "O", "O", "C", "H", "H", "H", "H", "H", "H", "C", "O", "C", "O", "O", "C", "H", "H", "H", "H", "H", "H"],
  "positions_angstrom": [[2.510, -0.181, -0.663], [-0.823, -2.865, -4.599], [-0.975, -1.306, -3.714], [-1.778, -3.655, -3.314], [-0.771, -4.507, -5.363], [0.149, -2.113, -5.918], [0.707, -3.198, -3.770], [-2.335, -2.492, -5.515], [4.660, -4.853, 2.113], [5.037, -4.548, 0.371], [5.059, -6.632, 2.000], [4.167, -5.003, 3.799], [4.325, -3.088, 2.160], [3.004, -5.241, 1.621], [6.325, -4.470, 2.586], [-0.745, -0.549, 5.140], [-2.003, -0.603, 4.518], [-2.070, -0.433, 3.181], [-1.115, -0.194, 2.424], [-3.410, -0.378, 2.783], [-3.775, -0.130, 1.443], [-0.989, -0.596, 6.201], [-0.112, 0.304, 4.895], [-0.222, -1.489, 4.964], [-4.832, 0.092, 1.589], [-3.682, -0.999, 0.792], [-3.198, 0.753, 1.171], [-1.284, 4.944, -3.830], [-1.130, 5.420, -2.491], [-0.058, 5.004, -1.792], [0.774, 4.193, -2.254], [-0.207, 5.456, -0.521], [0.562, 4.819, 0.485], [-1.285, 3.862, -3.962], [-0.501, 5.306, -4.496], [-2.177, 5.349, -4.306], [1.596, 5.164, 0.501], [0.515, 3.738, 0.350], [0.087, 5.121, 1.418]],
  "atomic_forces_ev_per_a": [[-0.165, -0.487, -0.049], [-0.760, -0.978, -0.755], [0.317, -1.025, -0.735], [0.765, 0.896, -0.717], [0.216, 1.871, 0.417], [-1.036, -0.602, 1.229], [-0.920, 0.302, -0.207], [1.524, -0.234, 0.920], [0.107, -0.502, -0.996], [-0.015, -0.645, 1.460], [-0.274, 2.243, 0.131], [0.437, 0.067, -0.906], [-0.221, -0.832, 0.204], [0.942, 0.463, 0.366], [-1.045, -0.485, -0.334], [0.653, -1.076, 0.865], [-1.374, 0.309, -1.944], [0.223, 1.574, -2.038], [-2.145, -0.842, 1.854], [2.492, -1.350, 2.745], [0.001, 0.569, 0.442], [0.111, 0.461, -0.008], [-0.343, 0.016, -0.191], [0.294, 0.152, -0.371], [0.040, 0.221, -0.584], [0.399, 0.158, 0.006], [-0.246, -0.173, -0.862], [0.576, 0.033, -1.330], [0.235, 0.202, 0.261], [0.308, -2.632, -1.224], [-1.713, 2.485, 1.913], [0.245, -0.044, -1.647], [0.125, -0.039, 0.310], [-0.056, -0.024, 0.667], [0.450, 0.083, 0.374], [-0.303, 0.076, 0.875], [0.011, -0.051, -0.211], [0.085, 0.034, 0.123], [0.057, -0.192, -0.054]],
  "nbo_charge": [0.997, 2.796, -0.646, -0.628, -0.629, -0.630, -0.634, -0.628, 2.803, -0.639, -0.627, -0.625, -0.661, -0.625, -0.625, -0.258, -0.490, 0.997, -0.664, -0.517, -0.247, 0.197, 0.194, 0.200, 0.196, 0.203, 0.190, -0.267, -0.492, 0.987, -0.658, -0.493, -0.249, 0.208, 0.189, 0.201, 0.186, 0.187, 0.202]
}